Version w
The following is a DFT calculation (the ωB97M-V functional and the def2-TZVPD basis) of a 2-piece molecular cluster, C2H4O2S overall.

Results
highest occupied orbital energy (spin up / spin down) = -8.20 / -8.09 eV
LUMO energy (spin up / spin down) = -1.3 / -1.2 eV

Geometry as ORCA input:
```
! wB97M-V def2-TZVPD RIJCOSX def2/J DEFGRID3
* xyz 0 1
C 0.034 -0.753 -0.315
C -0.047 -0.580 1.147
O -0.819 2.156 -1.876
O 1.097 -0.450 -0.968
S -1.986 1.223 -1.624
H -0.578 -1.475 1.424
H -0.505 0.346 1.196
H 0.920 -0.472 1.667
H 1.884 0.005 -0.651
*
```

Here are the Löwdin charges for atoms 1 to 5, given in e:
1. C -0.23
2. C -0.11
3. O -0.70
4. O 0.02
5. S 0.70


Version x
The following is a DFT calculation (the ωB97M-V functional and the def2-TZVPD basis) of one molecule with the formula C2H4O2S.

Results
highest occupied orbital energy = -10.01 eV
SMILES = O=C(S)CO
LUMO energy = 0.5 eV

Geometry as ORCA input:
```
! wB97M-V def2-TZVPD RIJCOSX def2/J DEFGRID3
* xyz 0 1
O -0.089 -0.916 -1.985
C -0.306 -0.637 -0.819
S -1.622 -1.381 0.184
C 0.454 0.593 -0.232
O 0.142 0.912 1.118
H -1.183 -0.621 1.238
H 1.529 0.343 -0.204
H 0.478 1.449 -0.926
H 0.597 0.259 1.626
*
```

Here are the Löwdin charges for atoms 1 to 5, given in e:
1. O 0.00
2. C -0.72
3. S 0.82
4. C -0.21
5. O -0.10


Q: What are the energies relative to the best structure? A: version w 4.414; version x 0.000, in eV.


Version w
The following is a DFT calculation (the ωB97M-V functional and the def2-TZVPD basis) of a 2-piece molecular cluster, C2H4O2S overall.

Results
highest occupied orbital energy = -10.63 eV
LUMO energy = -0.7 eV

Geometry as ORCA input:
```
! wB97M-V def2-TZVPD RIJCOSX def2/J DEFGRID3
* xyz 0 1
C 0.055 -0.597 0.049
C -0.183 0.679 -0.058
O 2.887 1.163 -0.314
O 2.683 -1.262 -0.378
S 2.472 -0.047 0.392
H 0.461 -0.893 0.922
H -0.305 -1.286 -0.688
H -0.762 0.956 -0.951
H 0.244 1.505 0.673
*
```

Here are the Löwdin charges for atoms 1 to 5, given in e:
1. C -0.19
2. C -0.10
3. O -0.42
4. O -0.42
5. S 0.87


Version x
The following is a DFT calculation (the ωB97M-V functional and the def2-TZVPD basis) of a 2-piece molecular cluster, C2H4O2S overall.

Results
highest occupied orbital energy = -10.76 eV
LUMO energy = -1.2 eV

Geometry as ORCA input:
```
! wB97M-V def2-TZVPD RIJCOSX def2/J DEFGRID3
* xyz 0 1
C 0.036 1.251 0.705
C 0.677 0.127 0.809
O -1.635 -0.562 -1.664
O 0.294 -2.050 -1.351
S -0.984 -1.539 -0.827
H -0.909 1.521 0.885
H 0.579 2.012 0.107
H 1.606 0.183 0.267
H 0.337 -0.944 1.070
*
```

Here are the Löwdin charges for atoms 1 to 5, given in e:
1. C -0.07
2. C -0.15
3. O -0.42
4. O -0.44
5. S 0.87


Version y
The following is a DFT calculation (the ωB97M-V functional and the def2-TZVPD basis) of a 2-piece molecular cluster, C2H4O2S overall.

Results
highest occupied orbital energy (spin up / spin down) = -9.68 / -9.67 eV
SMILES = CC=O.O=S
LUMO energy (spin up / spin down) = -1.9 / -1.9 eV

Geometry as ORCA input:
```
! wB97M-V def2-TZVPD RIJCOSX def2/J DEFGRID3
* xyz 0 1
C 0.179 -0.612 0.295
C 0.837 -1.184 -0.998
O 0.994 -0.571 -2.026
H 0.214 0.451 0.405
H 0.398 -1.095 1.163
H -0.970 -0.580 0.336
H 1.147 -2.210 -0.773
O -0.433 -3.305 1.779
S -0.278 -4.655 1.225
*
```

Here are the Löwdin charges for atoms 1 to 5, given in e:
1. C -0.06
2. C -0.28
3. O 0.04
4. H 0.06
5. H 0.00


Q: What are the energies relative to the best structure? A: version w 0.155; version x 0.000; version y 0.835, in eV.


Version w
The following is a DFT calculation (the ωB97M-V functional and the def2-TZVPD basis) of one molecule with the formula CH2O4S.

Results
highest occupied orbital energy = -10.81 eV
LUMO energy = 0.6 eV

Geometry as ORCA input:
```
! wB97M-V def2-TZVPD RIJCOSX def2/J DEFGRID3
* xyz 0 1
C 1.090 -0.592 -0.373
O 1.356 -0.204 0.710
O -1.850 -0.716 0.659
O -0.117 -0.696 -0.955
O -0.754 1.530 0.259
S -1.453 0.209 -0.354
H 1.943 -1.023 -0.986
H -0.214 1.492 1.041
*
```

Here are the Löwdin charges for atoms 1 to 5, given in e:
1. C -0.41
2. O 0.08
3. O -0.38
4. O -0.23
5. O -0.26


Version x
The following is a DFT calculation (the ωB97M-V functional and the def2-TZVPD basis) of CH2O4S as an isolated structure.

Results
highest occupied orbital energy = -10.79 eV
LUMO energy = 0.0 eV

Geometry as ORCA input:
```
! wB97M-V def2-TZVPD RIJCOSX def2/J DEFGRID3
* xyz 0 1
C 0.700 0.402 -0.095
O 1.969 0.466 -0.411
O -1.768 -1.681 -0.839
O -1.822 -0.142 1.097
O -0.142 0.903 -0.810
S -2.005 -0.358 -0.328
H 0.624 0.016 0.934
H 2.445 0.393 0.451
*
```

Here are the Löwdin charges for atoms 1 to 5, given in e:
1. C -0.40
2. O 0.12
3. O -0.42
4. O -0.44
5. O -0.03


Q: What are the energies relative to the best structure? A: version w 0.117; version x 0.000, in eV.


Version w
The following is a DFT calculation (the ωB97M-V functional and the def2-TZVPD basis) of a 2-piece molecular cluster, C8H12N3 overall.

Results
highest occupied orbital energy = -12.52 eV
LUMO energy = -4.4 eV

Geometry as ORCA input:
```
! wB97M-V def2-TZVPD RIJCOSX def2/J DEFGRID3
* xyz 1 1
C 0.411 -1.125 -1.854
C -0.447 -1.294 -0.985
C 1.443 1.120 -0.725
C 0.168 1.359 0.095
C 1.410 -0.447 -2.638
C -0.935 -0.835 0.223
C -0.030 2.733 0.563
C 0.208 -1.806 1.786
N 1.960 0.545 -1.717
N -0.732 0.514 0.531
N -2.255 -1.272 0.801
H 2.309 1.894 -0.324
H 2.269 -1.043 -2.773
H 0.964 0.093 -3.371
H 0.849 3.157 0.752
H -0.847 2.757 1.227
H -0.269 3.501 -0.227
H -0.069 -2.878 1.928
H 0.002 -1.205 2.652
H 1.187 -1.887 1.433
H -2.936 -1.054 0.100
H -2.473 -0.619 1.493
H -2.189 -2.210 1.031
*
```

Here are the Löwdin charges for atoms 1 to 5, given in e:
1. C 0.07
2. C 0.02
3. C -0.08
4. C -0.23
5. C -0.15


Version x
The following is a DFT calculation (the ωB97M-V functional and the def2-TZVPD basis) of an isolated ion of composition C8H12N3 and charge +1.

Results
highest occupied orbital energy = -12.54 eV
SMILES = C#C[C@@H](Cn1ccnc1)[NH2+]C
LUMO energy = -3.3 eV

Geometry as ORCA input:
```
! wB97M-V def2-TZVPD RIJCOSX def2/J DEFGRID3
* xyz 1 1
C 0.313 0.807 2.435
C -0.376 0.184 1.642
C -1.159 -0.498 0.635
C -1.426 0.835 -0.650
N -0.132 1.295 -1.039
C 0.655 2.294 -0.399
C 1.856 2.238 -0.977
N 1.865 1.333 -1.953
C 0.700 0.776 -1.987
N -0.433 -1.670 -0.047
C 0.026 -2.800 0.764
H 0.810 0.929 3.360
H -2.177 -0.828 0.967
H -1.940 0.355 -1.491
H -2.007 1.521 0.049
H 0.404 2.730 0.543
H 2.705 2.869 -0.809
H 0.352 -0.026 -2.605
H 0.269 -1.110 -0.596
H -0.914 -1.975 -0.823
H 0.519 -3.643 0.155
H 0.886 -2.502 1.447
H -0.797 -3.115 1.379
*
```

Here are the Löwdin charges for atoms 1 to 5, given in e:
1. C 0.18
2. C -0.11
3. C -0.16
4. C 0.02
5. N -0.11


Q: What are the energies relative to the best structure? A: version w 3.259; version x 0.000, in eV.


Version w
The following is a DFT calculation (the ωB97M-V functional and the def2-TZVPD basis) of one molecule with the formula C2H3BrOS.

Results
highest occupied orbital energy (spin up / spin down) = -9.17 / -9.17 eV
SMILES = COC(=S)Br
LUMO energy (spin up / spin down) = 0.1 / 0.1 eV

Geometry as ORCA input:
```
! wB97M-V def2-TZVPD RIJCOSX def2/J DEFGRID3
* xyz 0 1
C 0.736 -0.805 0.277
O -0.103 0.259 0.699
C -0.915 0.939 -0.057
S -2.173 1.754 0.554
Br -0.382 0.783 -1.938
H 0.142 -1.586 -0.230
H 1.265 -1.126 1.073
H 1.430 -0.219 -0.378
*
```

Here are the Löwdin charges for atoms 1 to 5, given in e:
1. C -0.09
2. O -0.25
3. C -1.27
4. S 0.69
5. Br 0.69


Version x
The following is a DFT calculation (the ωB97M-V functional and the def2-TZVPD basis) of C2H3BrOS as an isolated structure.

Results
highest occupied orbital energy = -9.11 eV
LUMO energy = -0.6 eV

Geometry as ORCA input:
```
! wB97M-V def2-TZVPD RIJCOSX def2/J DEFGRID3
* xyz 0 1
C -0.537 -0.673 -0.653
C -0.011 0.692 0.582
O 1.366 0.502 0.794
S 0.488 -1.181 -1.801
Br -2.125 -1.584 -0.261
H -0.570 0.324 1.444
H -0.298 1.501 -0.034
H 1.686 0.419 -0.071
*
```

Here are the Löwdin charges for atoms 1 to 5, given in e:
1. C -1.22
2. C -0.17
3. O -0.07
4. S 0.63
5. Br 0.65


Q: What are the energies relative to the best structure? A: version w 0.000; version x 0.849, in eV.


Version w
The following is a DFT calculation (the ωB97M-V functional and the def2-TZVPD basis) of a 2-piece molecular cluster, C5H7N2 overall.

Results
highest occupied orbital energy (spin up / spin down) = -11.59 / -14.94 eV
LUMO energy (spin up / spin down) = -4.6 / -6.4 eV

Geometry as ORCA input:
```
! wB97M-V def2-TZVPD RIJCOSX def2/J DEFGRID3
* xyz 1 3
C -2.805 0.899 -0.453
C -1.423 -1.721 0.690
C 1.710 0.154 0.211
C -0.603 -0.771 0.384
C 2.946 0.777 0.284
N 0.686 -0.361 0.385
N -1.595 0.977 -0.450
H -3.452 1.830 -0.791
H -2.533 -1.572 0.409
H -1.172 -2.689 1.192
H -3.423 0.195 0.142
H 3.797 0.015 0.336
H 3.212 1.448 1.179
H 3.142 1.493 -0.698
*
```

Here are the Löwdin charges for atoms 1 to 5, given in e:
1. C -0.12
2. C 0.08
3. C 0.00
4. C -0.12
5. C -0.03


Version x
The following is a DFT calculation (the ωB97M-V functional and the def2-TZVPD basis) of an isolated ion of composition C5H7N2 and charge +1.

Results
highest occupied orbital energy (spin up / spin down) = -10.97 / -15.49 eV
LUMO energy (spin up / spin down) = -4.0 / -7.1 eV

Geometry as ORCA input:
```
! wB97M-V def2-TZVPD RIJCOSX def2/J DEFGRID3
* xyz 1 3
C -0.272 0.855 0.446
C -0.066 -0.648 0.360
C -2.236 -0.109 -0.264
C 1.397 -0.828 0.232
C 1.092 0.536 -0.498
N -1.239 -1.078 -0.253
N -1.608 0.997 0.112
H 0.071 1.496 1.341
H 2.014 -0.791 1.170
H 1.589 -1.774 -0.242
H 0.956 0.448 -1.531
H 2.035 1.183 -0.318
H -1.516 -2.077 -0.513
H -2.215 1.792 -0.041
*
```

Here are the Löwdin charges for atoms 1 to 5, given in e:
1. C -0.14
2. C -0.18
3. C 0.13
4. C -0.03
5. C -0.04


Q: What are the energies relative to the best structure? A: version w 0.857; version x 0.000, in eV.


Version w
The following is a DFT calculation (the ωB97M-V functional and the def2-TZVPD basis) of a 3-piece molecular cluster, C3H10O4 overall.

Results
highest occupied orbital energy = -11.09 eV
SMILES = CCC(=O)O.O.O
LUMO energy = 0.5 eV

Geometry as ORCA input:
```
! wB97M-V def2-TZVPD RIJCOSX def2/J DEFGRID3
* xyz 0 1
C -0.881 0.606 -1.891
C -0.539 -0.587 -1.003
C 0.228 -0.080 0.182
O 0.751 1.004 0.277
O 0.185 -0.878 1.281
H -1.363 1.394 -1.305
H -1.622 0.446 -2.673
H -0.009 1.081 -2.271
H -1.443 -1.120 -0.718
H 0.131 -1.275 -1.518
H 0.782 -0.542 1.923
O 0.959 -3.397 -0.131
H 0.378 -2.745 0.272
H 0.911 -3.295 -1.086
O -0.536 3.385 1.369
H -0.013 3.771 0.655
H -0.436 2.461 1.137
*
```

Here are the Löwdin charges for atoms 1 to 5, given in e:
1. C -0.08
2. C -0.14
3. C -0.50
4. O 0.09
5. O 0.11


Version x
The following is a DFT calculation (the ωB97M-V functional and the def2-TZVPD basis) of a 3-piece molecular cluster, C3H10O4 overall.

Results
highest occupied orbital energy = -9.90 eV
SMILES = O=CCCO.O.O
LUMO energy = 0.3 eV

Geometry as ORCA input:
```
! wB97M-V def2-TZVPD RIJCOSX def2/J DEFGRID3
* xyz 0 1
O 0.618 2.432 1.779
C 0.409 2.011 0.626
C 1.254 1.237 -0.377
C 1.824 -0.183 0.105
O 0.599 -0.988 0.365
H -0.293 2.617 -0.142
H 0.704 1.045 -1.262
H 2.018 1.974 -0.754
H 2.434 -0.674 -0.624
H 2.226 -0.093 1.108
H -0.061 -0.698 -0.254
O -0.664 -2.225 -2.028
H -1.418 -2.283 -1.393
H -0.763 -2.904 -2.673
O -3.011 -1.213 0.328
H -2.903 -0.450 0.910
H -3.205 -0.971 -0.592
*
```

Here are the Löwdin charges for atoms 1 to 5, given in e:
1. O 0.03
2. C -0.25
3. C -0.14
4. C -0.15
5. O -0.10


Q: What are the energies relative to the best structure? A: version w 0.000; version x 2.269, in eV.


Version w
The following is a DFT calculation (the ωB97M-V functional and the def2-TZVPD basis) of C21H21N10O2RhS as an isolated structure.

Results
highest occupied orbital energy (spin up / spin down) = -7.41 / -7.86 eV
LUMO energy (spin up / spin down) = 0.2 / -1.0 eV

Geometry as ORCA input:
```
! wB97M-V def2-TZVPD RIJCOSX def2/J DEFGRID3
* xyz 0 5
Rh 0.092 -2.509 -0.712
N 1.679 -2.499 3.324
C 1.660 -2.641 1.988
O 0.744 -3.260 1.443
C 2.797 -1.967 1.239
C 3.140 -2.622 -0.051
H 0.919 -2.877 3.864
H 2.422 -2.015 3.794
H 3.673 -1.937 1.902
H 2.493 -0.926 1.089
H 3.306 -3.688 -0.083
H 3.424 -2.034 -0.909
O 0.566 -1.542 -2.548
N 0.295 -2.269 -3.635
C -0.026 -1.578 -4.752
C -0.286 -2.213 -5.929
C -0.219 -3.612 -5.961
C 0.093 -4.296 -4.818
C 0.351 -3.630 -3.601
S 0.720 -4.468 -2.161
H -0.058 -0.509 -4.611
H -0.548 -1.634 -6.801
H -0.422 -4.148 -6.878
H 0.139 -5.375 -4.799
C -0.045 1.242 -1.071
C -0.635 0.595 0.130
N -0.470 -0.661 0.498
C -1.221 -0.844 1.643
C -1.836 0.318 1.967
N -1.448 1.228 1.009
C -1.963 2.579 0.919
N -1.619 3.338 2.094
N -2.565 3.618 3.021
N -2.034 4.230 4.006
C -0.683 4.363 3.758
C 0.331 4.950 4.519
C 1.604 4.920 3.998
C 1.875 4.323 2.750
C 0.886 3.743 1.989
C -0.405 3.780 2.522
H 0.517 0.501 -1.634
H 0.622 2.061 -0.795
H -0.838 1.633 -1.710
H -1.275 -1.804 2.126
H -2.504 0.587 2.767
H -3.047 2.557 0.844
H -1.569 3.051 0.024
H 0.111 5.405 5.474
H 2.420 5.363 4.552
H 2.893 4.325 2.381
H 1.102 3.287 1.032
N -2.040 -2.747 -1.248
C -2.694 -1.940 -1.788
N -3.466 -1.128 -2.429
C -3.463 0.128 -2.020
N -3.494 1.249 -1.721
*
```

Here are the Löwdin charges for atoms 1 to 5, given in e:
1. Rh 0.92
2. N 0.19
3. C -0.54
4. O -0.06
5. C -0.20


Version x
The following is a DFT calculation (the ωB97M-V functional and the def2-TZVPD basis) of C21H21N10O2RhS as an isolated structure.

Results
highest occupied orbital energy (spin up / spin down) = -7.57 / -8.25 eV
LUMO energy (spin up / spin down) = 0.2 / -1.4 eV

Geometry as ORCA input:
```
! wB97M-V def2-TZVPD RIJCOSX def2/J DEFGRID3
* xyz 0 5
Rh -1.390 -1.708 0.316
N -0.646 -6.060 0.820
C -0.623 -4.725 0.655
O -1.530 -4.015 1.089
C 0.534 -4.125 -0.098
C 0.015 -2.993 -0.970
H -1.393 -6.463 1.360
H 0.132 -6.638 0.564
H 1.057 -4.896 -0.674
H 1.247 -3.738 0.637
H -0.655 -3.367 -1.749
H 0.824 -2.408 -1.398
O -2.419 0.358 0.103
N -3.599 0.335 0.677
C -4.025 1.420 1.350
C -5.263 1.452 1.939
C -6.092 0.338 1.836
C -5.637 -0.775 1.164
C -4.369 -0.786 0.582
S -3.711 -2.125 -0.277
H -3.325 2.240 1.376
H -5.569 2.338 2.475
H -7.078 0.347 2.280
H -6.230 -1.673 1.077
C -0.510 0.666 -2.167
C 0.123 0.843 -0.832
N 0.314 -0.108 0.057
C 0.920 0.475 1.148
C 1.099 1.797 0.909
N 0.587 2.024 -0.355
C 0.648 3.292 -1.044
N 1.995 3.793 -1.082
N 2.327 4.917 -0.404
N 3.581 5.114 -0.498
C 4.138 4.096 -1.241
C 5.458 3.843 -1.620
C 5.692 2.716 -2.374
C 4.652 1.844 -2.743
C 3.344 2.073 -2.375
C 3.110 3.221 -1.621
H -0.857 -0.361 -2.248
H 0.194 0.869 -2.978
H -1.377 1.318 -2.272
H 1.194 -0.095 2.020
H 1.528 2.587 1.501
H 0.060 4.050 -0.527
H 0.265 3.159 -2.054
H 6.256 4.509 -1.322
H 6.699 2.484 -2.693
H 4.889 0.965 -3.328
H 2.546 1.394 -2.645
N -1.367 -1.413 2.423
C -0.469 -1.937 2.991
N 0.516 -2.390 3.618
C 0.888 -3.544 4.096
N 1.304 -4.537 4.525
*
```

Here are the Löwdin charges for atoms 1 to 5, given in e:
1. Rh 0.97
2. N 0.19
3. C -0.54
4. O -0.07
5. C -0.20


Q: What are the energies relative to the best structure? A: version w 0.000; version x 0.600, in eV.